Entry 1:
DFT (ωB97M-V/def2-TZVPD) results for a molecular structure, IMg.

```
! wB97M-V def2-TZVPD RIJCOSX def2/J DEFGRID3
* xyz 1 1
Mg -0.04 0.06 -1.25
I 0.04 -0.06 1.25
*
```

Computed properties:
- HOMO-LUMO gap: 0.248 Eh
- LUMO: -7.6 eV
- Relative energy (zero: lowest compared OMol25 entry of this formula, charge and spin): 0.3 kcal per mole

=====

Entry 2:
DFT (ωB97M-V/def2-TZVPD) results for a molecular structure, INi2.

```
! wB97M-V def2-TZVPD RIJCOSX def2/J DEFGRID3
* xyz 3 5
Ni -0.31 2.69 -0.82
Ni 0.27 -2.87 0.98
I 0.04 0.18 -0.16
*
```

Computed properties:
- ⟨S²⟩: 6.017
- HOMO-LUMO gap (spin up / spin down): 0.366 / 0.173 Eh
- LUMO (spin up / spin down): -15.4 / -19.6 eV

=====

Entry 3:
DFT (ωB97M-V/def2-TZVPD) results for a molecular structure, IO4V2 at a distorted geometry.

```
! wB97M-V def2-TZVPD RIJCOSX def2/J DEFGRID3
* xyz 1 1
O 2.50 0.99 0.35
V 1.44 1.30 1.63
O 1.58 0.06 2.60
O -2.85 -1.18 -1.20
V -1.38 -0.80 -1.46
O -0.35 -1.93 -1.88
I -0.94 1.55 -0.05
*
```

Computed properties:
- HOMO-LUMO gap: 0.295 Eh
- LUMO: -7.1 eV
- Relative energy (zero: lowest compared OMol25 entry of this formula, charge and spin): 20.9 kcal per mole

=====

Entry 4:
DFT (ωB97M-V/def2-TZVPD) results for a molecular structure, LiNO3Sr3 at a distorted geometry.

```
! wB97M-V def2-TZVPD RIJCOSX def2/J DEFGRID3
* xyz 7 2
Sr 8.96 -16.41 10.53
Sr 4.51 -17.31 11.93
Sr 8.59 -22.19 9.30
Li 8.67 -19.59 6.30
N 7.09 -18.94 9.89
O 7.17 -19.88 10.56
O 6.48 -17.89 10.13
O 8.02 -18.73 9.05
*
```

Computed properties:
- ⟨S²⟩: 0.757
- HOMO-LUMO gap (spin up / spin down): 0.460 / 0.316 Eh
- LUMO (spin up / spin down): -28.6 / -32.4 eV

=====

Entry 5:
DFT (ωB97M-V/def2-TZVPD) results for a molecular structure, LiNa.

```
! wB97M-V def2-TZVPD RIJCOSX def2/J DEFGRID3
* xyz 2 1
Na -0.67 -2.36 -2.36
Li 0.67 2.36 2.36
*
```

Computed properties:
- HOMO-LUMO gap: 1.328 Eh
- LUMO: -8.2 eV
- Relative energy (zero: lowest compared OMol25 entry of this formula, charge and spin): 0.0 kcal per mole

=====

Entry 6:
DFT (ωB97M-V/def2-TZVPD) results for N2 in the gas phase at a distorted geometry.

```
! wB97M-V def2-TZVPD RIJCOSX def2/J DEFGRID3
* xyz 0 1
N 0.00 0.00 0.77
N 0.00 0.00 -0.77
*
```

Computed properties:
- HOMO-LUMO gap: 0.401 Eh
- LUMO: -1.8 eV
- Relative energy (zero: lowest compared OMol25 entry of this formula, charge and spin): 148.7 kcal per mole